#P
# C3H2N2OS

A single C3H2N2OS molecule (ωB97M-V/def2-TZVPD, the Open Molecules 2025 dataset).

## Properties
Frontier orbital gap (spin up / spin down), eV: 8.23 / 7.30
Highest occupied orbital energy (spin up / spin down), eV: -9.810 / -8.643
E_LUMO (spin up / spin down), eV: -1.580 / -1.342

Geometry as ORCA input:
```
! RIJCOSX wB97M-V def2-TZVPD def2/J DEFGRID3
* xyz 0 1
C 0.42170 -0.35596 0.62670
C -0.70877 0.72671 0.32600
C 0.28713 -0.88780 1.78148
N -0.34668 -1.00841 2.84920
N -1.30738 1.43298 1.08475
O -1.61020 -0.71545 4.92679
S -0.78617 0.00037 3.98511
H 1.06294 -0.58283 -0.19424
H -0.81777 0.64073 -0.75396
*
```

---

#Q
# C3H2N2OS

A single C3H2N2OS molecule (ωB97M-V/def2-TZVPD, the Open Molecules 2025 dataset).

## Properties
SMILES: C=NSC(=O)C#N
Frontier orbital gap, eV: 9.32
Highest occupied orbital energy, eV: -10.145
E_LUMO, eV: -0.820

Geometry as ORCA input:
```
! RIJCOSX wB97M-V def2-TZVPD def2/J DEFGRID3
* xyz 0 1
C -2.09104 0.31356 0.07778
N -0.84504 0.15348 0.30361
S -0.08096 -1.24848 -0.33913
C 1.60098 -0.78339 0.02866
O 2.44665 -1.61663 0.29514
C 1.95784 0.59377 -0.13882
N 2.31948 1.68937 -0.22955
H -2.52301 1.24304 0.49248
H -2.78491 -0.34471 -0.49017
*
```

---

Last place for stability: #P

---

#P
# C4H11N2OS

A 2-piece molecular cluster, C4H11N2OS overall (ωB97M-V/def2-TZVPD, the Open Molecules 2025 dataset).

## Properties
Frontier orbital gap, eV: 9.65
Highest occupied orbital energy, eV: -14.175
E_LUMO, eV: -4.525

Geometry as ORCA input:
```
! RIJCOSX wB97M-V def2-TZVPD def2/J DEFGRID3
* xyz 1 1
C 0.90779 0.95617 -0.71404
C 2.01367 1.36824 -1.65700
C -0.33387 -0.21837 2.20497
C -0.85295 -0.90263 -0.52140
N 0.27316 -0.34769 -1.13779
N -1.92953 -0.16354 -0.31605
O 0.31787 1.56518 0.15558
S -0.68291 -2.55050 -0.29865
H 2.71314 1.86127 -0.97550
H 2.46283 0.43455 -1.93973
H 1.78327 1.93418 -2.45347
H -1.04819 0.67737 2.48377
H 0.46173 -0.33915 2.91662
H -0.80405 -1.23667 2.27723
H 1.02913 -1.01065 -1.45758
H -2.72006 -0.57760 0.15601
H 0.39878 0.35769 1.44487
H -1.97435 0.88884 -0.17230
H -2.01549 -2.69671 0.00445
*
```

---

#Q
# C4H11N2OS

A 2-piece molecular cluster, C4H11N2OS overall (ωB97M-V/def2-TZVPD, the Open Molecules 2025 dataset).

## Properties
Frontier orbital gap, eV: 4.56
Highest occupied orbital energy, eV: -13.065
E_LUMO, eV: -8.502

Geometry as ORCA input:
```
! RIJCOSX wB97M-V def2-TZVPD def2/J DEFGRID3
* xyz 1 1
N 1.40242 -0.05377 -1.85649
C 0.49959 0.24698 -0.81134
C 1.39519 0.00153 0.45122
C 0.55095 0.10146 1.76269
S -0.06388 1.70338 2.19953
C -0.95291 -0.70096 -0.92456
N -2.01570 0.02931 -0.28286
O -0.66293 -1.83043 -0.48602
H 1.34659 -1.02358 -2.13674
H 1.51590 0.61185 -2.61390
H -1.17446 -0.72404 -2.01337
H -0.02616 1.19111 -1.01062
H 1.65639 -1.05767 0.31220
H 2.19756 0.73296 0.46094
H 1.19362 -0.25898 2.59267
H -0.20136 -0.70173 1.77803
H -2.05499 1.58788 2.15902
H -1.71037 0.58386 0.52369
H -2.89546 -0.43916 -0.10410
*
```

---

Last place for stability: #Q